Record 1
{"formula": "C2H4N2", "method": "ωB97M-V/def2-TZVPD", "symbols": ["C", "N", "N", "C", "H", "H", "H", "H"], "coordinates": [[0.25010, -0.70774, 0.47943], [0.51367, 1.19703, 0.91126], [-0.96069, 0.90618, -1.01605], [-0.11122, 1.12702, -0.09666], [-0.51039, 0.56112, -1.86375], [1.04984, -0.91664, 1.18006], [-0.73094, -0.97022, 0.86233], [0.49962, -1.19675, -0.45661]], "forces_ev_per_a": [[1.72, 0.26, 2.87], [1.36, -2.06, 1.53], [0.75, 1.52, -0.02], [-3.38, -1.17, -4.06], [-0.26, 0.25, 0.08], [-0.15, -0.40, 0.23], [0.06, 0.48, -0.13], [-0.10, 1.12, -0.51]], "lowdin_charge": [0.07, 0.18, 0.05, -0.55, 0.05, 0.05, 0.08, 0.07], "de_lowest_kj_mol": 356.65, "orbital_gap_ev": 9.22}

Record 2
{"formula": "C16H48O8", "method": "ωB97M-V/def2-TZVPD", "symbols": ["C", "C", "O", "H", "H", "H", "H", "H", "H", "C", "C", "O", "H", "H", "H", "H", "H", "H", "C", "C", "O", "H", "H", "H", "H", "H", "H", "C", "C", "O", "H", "H", "H", "H", "H", "H", "C", "C", "O", "H", "H", "H", "H", "H", "H", "O", "H", "H", "C", "C", "C", "O", "H", "H", "H", "H", "H", "H", "H", "H", "C", "C", "C", "O", "H", "H", "H", "H", "H", "H", "H", "H"], "coordinates": [[4.46300, -1.68123, 0.03297], [5.35488, -0.55378, -0.44439], [5.61617, -0.67743, -1.84276], [4.90647, -2.64094, -0.24657], [3.49531, -1.67334, -0.47489], [4.31602, -1.66280, 1.11413], [6.33857, -0.61771, 0.02524], [4.92690, 0.42575, -0.21528], [5.01073, -0.11432, -2.33979], [-4.57862, -0.04620, 0.92456], [-4.08771, 1.38257, 0.83704], [-2.66887, 1.42256, 0.91560], [-3.84059, -0.71714, 0.48171], [-5.49321, -0.16524, 0.34059], [-4.76276, -0.36917, 1.94731], [-4.53397, 1.99860, 1.62687], [-4.41072, 1.84387, -0.10493], [-2.32824, 2.07814, 0.29699], [-0.29213, 1.70067, -3.47601], [-1.34700, 1.88075, -2.40767], [-0.79743, 2.20036, -1.11017], [-0.79233, 1.36594, -4.39085], [0.39429, 0.89502, -3.21383], [0.26909, 2.60481, -3.70598], [-1.90256, 0.95217, -2.27695], [-2.07756, 2.64774, -2.68261], [-0.34113, 3.04435, -1.20267], [-2.54134, -1.47922, 5.33168], [-1.34769, -0.64780, 4.94982], [-0.96993, 0.22777, 6.01624], [-2.35344, -2.08529, 6.21791], [-2.86842, -2.12597, 4.51205], [-3.38862, -0.82848, 5.56073], [-1.61600, -0.05956, 4.06366], [-0.47897, -1.25340, 4.69253], [-1.31762, 1.10917, 5.82880], [-0.79591, 2.97624, 3.64713], [-0.96055, 3.86624, 4.84947], [-1.46491, 3.06316, 5.95024], [-1.75077, 2.67426, 3.21484], [-0.29004, 2.06784, 3.97909], [-0.17677, 3.46774, 2.89902], [-1.60842, 4.73544, 4.71755], [0.02359, 4.25458, 5.14042], [-1.21612, 3.50910, 6.76473], [3.11122, 0.29546, -2.81719], [2.57710, 0.05473, -3.58106], [2.57932, 0.02247, -2.05453], [0.36355, 0.02285, 1.63816], [0.76458, -0.69006, 0.35259], [-0.38521, -1.48223, -0.22325], [1.30202, 0.21531, -0.60176], [1.19855, 0.32525, 2.26512], [-0.23889, -0.66836, 2.23645], [-0.29565, 0.85267, 1.37684], [1.55561, -1.40302, 0.60926], [-1.19901, -0.79328, -0.50793], [-0.83493, -2.12145, 0.53358], [-0.08163, -1.98952, -1.13758], [0.55924, 0.74201, -0.92969], [2.15309, -3.34446, -5.70735], [0.95513, -2.40840, -5.63426], [-0.05870, -2.83301, -4.59731], [1.38109, -1.10158, -5.23045], [2.47078, -3.67868, -4.71402], [3.02931, -2.85269, -6.13671], [1.96516, -4.25489, -6.28079], [0.47188, -2.37132, -6.61623], [0.33103, -2.64923, -3.59795], [-0.30205, -3.89287, -4.68997], [-0.98772, -2.28338, -4.75822], [1.90046, -0.70815, -5.93932]], "forces_ev_per_a": [[-0.06, -0.38, -0.22], [0.21, -0.11, -0.57], [0.25, 0.13, 0.14], [0.15, 0.07, 0.15], [-0.01, 0.26, 0.12], [-0.05, 0.04, 0.00], [-0.10, 0.04, 0.24], [-0.03, -0.01, 0.04], [-0.32, -0.18, 0.07], [-0.07, -0.21, -0.25], [-0.06, 0.43, -0.24], [-0.09, -0.03, 0.20], [0.05, 0.06, 0.02], [-0.11, -0.01, 0.20], [0.02, 0.01, 0.04], [0.08, -0.07, 0.07], [0.01, -0.17, -0.02], [0.17, -0.11, 0.01], [-0.26, -0.44, -0.25], [-0.11, 0.14, 0.13], [-0.12, 0.03, -0.43], [0.07, 0.15, 0.00], [0.09, 0.13, 0.08], [0.01, 0.07, 0.12], [0.05, -0.03, 0.13], [0.06, 0.02, -0.06], [0.12, -0.03, 0.10], [-0.51, -0.23, 0.09], [-0.07, 0.65, 0.08], [0.02, -0.32, -0.33], [0.09, -0.05, -0.04], [0.17, -0.07, 0.03], [0.06, 0.05, 0.04], [0.17, -0.03, -0.03], [0.01, -0.13, 0.05], [0.07, 0.11, 0.21], [-0.24, -0.14, 0.15], [0.38, -0.10, 0.91], [0.04, 0.40, -0.50], [0.03, 0.09, -0.10], [0.13, 0.04, -0.13], [-0.08, -0.03, -0.15], [-0.15, -0.12, -0.29], [-0.05, -0.03, -0.05], [-0.11, -0.13, 0.07], [0.00, 0.15, -0.13], [0.03, -0.21, -0.09], [-0.12, 0.13, 0.20], [-0.60, -0.36, -0.13], [0.34, -0.40, 0.82], [-0.73, 0.83, -0.35], [0.17, -0.26, -0.20], [0.15, 0.25, -0.23], [0.06, 0.09, 0.01], [0.14, 0.14, 0.23], [0.13, 0.19, -0.24], [0.18, 0.00, 0.06], [0.22, -0.42, -0.17], [-0.01, -0.38, 0.17], [0.04, 0.30, 0.16], [0.44, -0.32, 0.28], [0.39, -0.29, 0.19], [-0.37, -0.19, -0.31], [-0.09, 0.34, -0.13], [-0.15, 0.19, 0.04], [-0.15, 0.05, -0.17], [-0.20, 0.14, -0.09], [0.02, 0.19, -0.02], [0.00, 0.04, 0.05], [0.11, -0.01, -0.01], [0.04, 0.09, 0.27], [0.02, -0.08, -0.03]], "lowdin_charge": [-0.09, -0.32, -0.10, 0.08, 0.05, 0.07, 0.10, 0.11, 0.04, -0.08, -0.31, -0.11, 0.07, 0.07, 0.07, 0.11, 0.11, 0.05, -0.07, -0.28, -0.11, 0.08, 0.05, 0.08, 0.11, 0.11, 0.11, -0.10, -0.33, -0.09, 0.07, 0.07, 0.07, 0.09, 0.11, 0.03, -0.08, -0.28, -0.10, 0.07, 0.07, 0.08, 0.11, 0.11, 0.09, -0.05, 0.01, 0.01, -0.04, -0.48, -0.04, -0.07, 0.09, 0.07, 0.06, 0.12, 0.07, 0.08, 0.07, 0.05, -0.06, -0.49, -0.05, -0.07, 0.09, 0.08, 0.08, 0.13, 0.07, 0.08, 0.08, 0.09], "de_lowest_kj_mol": 86.64, "orbital_gap_ev": 9.71, "smiles": "CC(C)O.CC(C)O.CCO.CCO.CCO.CCO.CCO.O"}

Record 3
{"formula": "CH5NO3", "method": "ωB97M-V/def2-TZVPD", "symbols": ["N", "C", "O", "O", "H", "H", "H", "H", "H", "O"], "coordinates": [[0.10048, 0.75968, -0.63113], [-1.11780, 0.32078, -0.16534], [-2.02061, 0.14399, -1.18819], [-1.41193, 0.09475, 0.97299], [0.13191, 1.22419, -1.52769], [0.79456, 0.02314, -0.61734], [-2.88602, -0.04444, -0.78017], [2.09915, -0.23605, 1.82060], [2.04306, -1.61340, 1.10724], [2.26720, -0.67263, 1.00904]], "forces_ev_per_a": [[0.72, 0.06, -0.23], [-0.97, -0.15, -0.92], [-0.14, 0.35, 0.41], [0.23, -0.20, 0.30], [-0.56, -0.26, -0.07], [0.33, 0.26, 0.67], [0.42, 0.06, -0.08], [-0.43, 0.46, 1.25], [0.11, 0.63, 0.27], [0.31, -1.20, -1.59]], "lowdin_charge": [0.14, -0.64, 0.07, 0.10, 0.10, 0.08, 0.12, 0.02, 0.06, -0.04], "de_lowest_kj_mol": 57.86, "orbital_gap_ev": 11.10, "smiles": "NC(=O)O.O"}

Record 4
{"formula": "C37H24BrN3O4S5Zn", "method": "ωB97M-V/def2-TZVPD", "symbols": ["Zn", "O", "C", "O", "C", "C", "C", "C", "C", "C", "C", "C", "C", "N", "H", "H", "H", "H", "H", "H", "O", "C", "N", "C", "O", "C", "C", "C", "C", "C", "C", "H", "H", "H", "H", "C", "S", "C", "C", "S", "S", "C", "S", "S", "H", "H", "H", "C", "C", "C", "C", "C", "C", "C", "C", "C", "C", "H", "H", "H", "H", "H", "H", "H", "Br", "C", "C", "C", "C", "C", "N", "H", "H", "H", "H"], "coordinates": [[0.44554, -0.13999, 0.29874], [2.04373, -3.66054, -0.91845], [1.64281, -2.50463, -0.79539], [1.40228, -1.88000, 0.28358], [1.45489, -1.68388, -2.07814], [1.97427, -2.18448, -3.29460], [1.92853, -1.39339, -4.39911], [1.35838, -0.10189, -4.31204], [1.28330, 0.77743, -5.41706], [0.69965, 2.00462, -5.28207], [0.16456, 2.40537, -4.04029], [0.22292, 1.57842, -2.95294], [0.83062, 0.30572, -3.06510], [0.89163, -0.50902, -1.96939], [2.39560, -3.17903, -3.28529], [2.32554, -1.72989, -5.35162], [1.69010, 0.45479, -6.36955], [0.63785, 2.67636, -6.13003], [-0.31148, 3.37360, -3.94639], [-0.20906, 1.86142, -2.00348], [-1.80830, -2.04480, -0.67442], [-2.08896, -1.55547, 0.39793], [-1.27728, -0.74623, 1.16481], [-1.90374, -0.41440, 2.33147], [-1.47401, 0.27304, 3.24224], [-3.27066, -1.05958, 2.32857], [-4.29486, -1.03719, 3.25312], [-5.45729, -1.73495, 2.93582], [-5.57489, -2.42923, 1.73378], [-4.53113, -2.44880, 0.81212], [-3.38738, -1.75117, 1.14045], [-4.19017, -0.48818, 4.18075], [-6.29125, -1.73801, 3.62864], [-6.49789, -2.95473, 1.51675], [-4.60275, -2.97407, -0.13168], [-5.60384, 0.69055, -3.91158], [-4.15266, 1.08579, -4.91597], [-3.59469, 2.51696, -4.08600], [-3.11318, 2.54180, -2.80324], [-2.91763, 1.29278, -1.66750], [-2.60451, 4.15372, -2.29944], [-2.92680, 5.03157, -3.74739], [-2.67373, 6.67136, -3.92884], [-3.62788, 4.03830, -4.94669], [-6.07291, -0.19912, -4.33523], [-6.31782, 1.51368, -3.92831], [-5.28184, 0.48625, -2.89090], [4.73163, 3.28500, -0.71802], [4.49468, 1.89469, -0.64339], [3.25765, 1.42836, -0.29360], [2.18408, 2.31097, 0.00103], [0.89353, 1.79954, 0.35037], [-0.08058, 2.72694, 0.64803], [0.15618, 4.12127, 0.58940], [1.38423, 4.60532, 0.23906], [2.43747, 3.70726, -0.06295], [3.72741, 4.16610, -0.43137], [5.71163, 3.65099, -1.00366], [5.29304, 1.19702, -0.86775], [3.07036, 0.36110, -0.22928], [-1.08049, 2.39258, 0.90522], [-0.65614, 4.80718, 0.80573], [1.56716, 5.67321, 0.17358], [3.90152, 5.23638, -0.48668], [1.47740, -2.68615, 3.64342], [1.48227, -0.85743, 4.17374], [1.35024, -0.54884, 5.52164], [1.33443, 0.79145, 5.85909], [1.45001, 1.74389, 4.85883], [1.56881, 1.31456, 3.54843], [1.58720, 0.02398, 3.20996], [1.24974, -1.33272, 6.25749], [1.22210, 1.08801, 6.89529], [1.42746, 2.80328, 5.07572], [1.63019, 2.01749, 2.72803]], "forces_ev_per_a": [[0.00, -0.05, -0.01], [0.05, 0.05, 0.01], [-0.11, -0.01, -0.06], [0.14, -0.07, 0.05], [0.07, 0.04, 0.08], [-0.04, -0.01, -0.02], [0.01, -0.02, 0.01], [-0.04, 0.01, 0.04], [0.00, 0.02, 0.00], [0.02, 0.00, -0.05], [-0.03, -0.01, 0.10], [0.03, 0.00, -0.03], [-0.13, -0.06, -0.07], [0.08, -0.02, 0.04], [0.01, 0.01, -0.01], [0.00, -0.01, 0.00], [0.00, 0.00, 0.00], [-0.01, -0.01, 0.00], [0.03, 0.01, -0.02], [0.03, 0.01, -0.02], [-0.01, 0.01, 0.01], [-0.04, -0.10, 0.09], [-0.05, 0.01, -0.26], [-0.02, 0.09, 0.07], [-0.01, 0.00, -0.03], [-0.03, -0.06, -0.01], [0.06, 0.03, -0.04], [-0.05, -0.02, 0.03], [-0.02, -0.02, -0.01], [0.05, 0.05, 0.02], [0.01, -0.01, -0.03], [-0.01, 0.00, 0.00], [0.01, 0.01, 0.01], [0.01, 0.00, -0.01], [-0.01, -0.01, 0.01], [-0.11, -0.03, 0.01], [-0.04, 0.04, -0.02], [0.16, 0.01, 0.16], [0.04, -0.13, 0.09], [-0.19, 0.01, -0.03], [0.03, 0.11, -0.10], [-0.20, 0.09, 0.15], [0.06, -0.07, -0.04], [0.04, -0.03, -0.09], [0.06, 0.00, -0.02], [0.02, 0.00, -0.01], [0.01, 0.02, 0.00], [0.00, 0.05, 0.01], [-0.04, -0.05, 0.00], [0.03, 0.01, -0.01], [-0.03, 0.03, 0.01], [0.12, 0.10, 0.10], [0.02, 0.02, -0.08], [-0.01, -0.01, 0.01], [0.00, 0.01, 0.00], [-0.02, -0.02, 0.00], [0.02, -0.01, -0.01], [0.00, 0.00, 0.00], [0.00, 0.01, 0.00], [0.01, 0.01, 0.00], [0.01, -0.01, 0.01], [0.01, 0.00, 0.00], [0.00, 0.00, 0.00], [0.00, -0.01, 0.00], [0.01, 0.04, 0.07], [-0.09, -0.02, -0.13], [-0.01, -0.01, -0.04], [0.00, 0.01, 0.06], [-0.01, 0.04, -0.05], [-0.01, -0.09, 0.06], [0.10, 0.01, -0.01], [0.00, 0.00, 0.00], [0.00, 0.00, 0.00], [0.00, -0.01, 0.03], [0.01, 0.01, -0.01]], "lowdin_charge": [0.72, 0.01, -0.61, -0.12, -0.17, 0.00, -0.02, -0.16, -0.05, -0.08, -0.06, -0.02, -0.17, 0.16, 0.11, 0.11, 0.10, 0.10, 0.09, 0.06, 0.07, -0.46, 0.09, -0.44, 0.05, -0.08, -0.02, -0.10, -0.10, -0.01, -0.08, 0.11, 0.09, 0.09, 0.12, -0.42, 0.76, -1.04, -1.20, 0.52, 0.86, -1.55, 0.39, 0.85, 0.02, 0.03, -0.01, -0.12, -0.10, -0.04, -0.21, -0.19, -0.15, -0.09, -0.06, -0.18, -0.06, 0.09, 0.09, 0.09, 0.08, 0.09, 0.10, 0.10, 0.74, -0.75, -0.13, -0.09, -0.06, -0.12, 0.06, 0.09, 0.10, 0.10, 0.09], "orbital_gap_ev": 6.10, "charge": -2}

Record 5
{"formula": "C3H3NO", "method": "ωB97M-V/def2-TZVPD", "symbols": ["O", "C", "C", "C", "N", "H", "H", "H"], "coordinates": [[1.15078, -1.48378, -1.17202], [0.33791, -0.90805, -0.52988], [0.38759, 0.72700, 0.12569], [-0.93984, 0.58155, 0.66801], [-1.86727, -0.10508, 0.80987], [-0.70348, -1.21720, -0.16044], [0.46797, 1.52463, -0.62898], [1.15360, 0.89752, 0.89850]], "forces_ev_per_a": [[-0.66, 0.92, 0.72], [0.38, 0.50, 0.01], [0.12, -0.79, -0.38], [-0.88, -0.47, 0.19], [0.08, 1.40, 0.54], [1.18, -0.66, -0.81], [-0.03, -0.53, 0.08], [-0.20, -0.37, -0.35]], "lowdin_charge": [0.10, -0.17, -0.07, -0.29, 0.13, 0.09, 0.10, 0.10], "de_lowest_kj_mol": 137.97, "orbital_gap_ev": 11.30, "smiles": "N#CCC=O"}

Record 6
{"formula": "C4H5FN2O2", "method": "ωB97M-V/def2-TZVPD", "symbols": ["C", "C", "C", "C", "N", "N", "O", "O", "F", "H", "H", "H", "H", "H"], "coordinates": [[-0.71955, -0.97405, -0.22248], [0.66559, 0.47492, 1.36784], [0.31531, -0.91611, 0.99187], [0.00134, 1.15658, -0.93430], [-0.80353, -0.09442, -1.06708], [0.47312, 1.40503, 0.38580], [0.98912, 0.75199, 2.48272], [-0.56240, 2.18251, -1.58314], [1.12506, 0.71860, -1.77046], [-1.41441, -1.80741, -0.51414], [0.01660, -1.58358, 1.89375], [1.18905, -1.29750, 0.58450], [0.68981, 2.29989, 0.75731], [-0.98599, 1.82458, -2.39084]], "forces_ev_per_a": [[0.42, -2.23, 2.23], [-1.64, -0.95, -0.51], [-3.30, -1.49, 0.16], [1.11, -3.14, -1.03], [-0.23, 4.02, -1.57], [-0.32, 0.25, -0.58], [0.80, 0.82, 1.03], [-0.36, 0.43, 0.48], [-0.16, 0.70, 0.77], [1.04, 0.07, 1.25], [0.48, 1.45, -1.56], [1.84, -1.20, -0.81], [0.03, 1.20, -0.45], [0.31, 0.08, 0.62]], "lowdin_charge": [-0.11, -0.51, -0.02, -0.55, 0.12, 0.21, 0.10, 0.11, -0.02, 0.13, 0.16, 0.10, 0.15, 0.14], "de_lowest_kj_mol": 6.60, "orbital_gap_ev": 11.01, "smiles": "O=C1CC=N[C@](O)(F)N1"}

Number 3 is which compound?
CH5NO3